# 1
# C4H12N2O2

A 2-piece molecular cluster, C4H12N2O2 overall (ωB97M-V with the def2-TZVPD basis set, the Open Molecules 2025 dataset).

```
20
Properties=species:S:1:pos:R:3:forces:R:3
N 1.882458 -1.323235 0.721525 -1.87 1.24 -2.12
C 0.600921 -1.567499 -0.170143 3.30 -2.60 0.99
C 0.626277 -0.695501 -1.380065 -0.54 -0.94 -2.44
C 0.872158 0.787282 -1.171815 1.70 0.16 2.97
C -0.289465 1.275766 -0.245580 0.61 -1.00 -3.08
N -1.490059 1.328971 -0.856731 -0.34 0.27 1.94
O -0.256636 1.349380 0.937771 1.01 0.43 3.09
H 2.181422 -2.131121 1.164590 0.42 -2.10 0.60
H 1.819635 -0.652678 1.478862 -0.75 0.35 -0.42
H -0.295385 -1.402751 0.328923 -1.54 0.07 1.47
H 0.653999 -2.759487 -0.475302 -0.21 3.17 0.66
H -0.429275 -0.814932 -1.918307 2.39 -0.06 0.73
H 1.489428 -1.109192 -1.966376 -1.02 0.56 -0.20
H 0.965364 1.325653 -2.076376 -0.44 0.50 -1.16
H 1.946087 0.907952 -0.696755 -2.36 -0.13 -0.38
H -2.259836 1.464991 -0.213104 -0.09 0.06 -0.47
H -1.609596 1.388116 -1.810113 -0.32 0.09 -2.12
O -2.449664 0.659676 2.643987 1.37 0.99 -2.14
H -2.264635 0.822879 3.552071 0.15 0.16 1.14
H -1.693197 1.145727 2.152939 -1.45 -1.21 0.94
```
Positions in Å, forces in eV/Å.

Results
SMILES = NCCCC(N)=O.O
Gap between HOMO and LUMO = 10.2 eV
Energy relative to the best compared isomer or geometry (same formula, charge and spin) = 43.8 kcal per mole
Total charge = 0

---

# 2
# C25H47Cl6NO21

A 10-piece molecular cluster, C25H47Cl6NO21 overall (ωB97M-V with the def2-TZVPD basis set, the Open Molecules 2025 dataset).

```
100
Properties=species:S:1:pos:R:3:forces:R:3
C -8.281180 -2.870760 -7.687130 -1.18 -1.70 1.37
O -7.449290 -1.772410 -7.826440 0.62 0.94 -1.23
C -6.581340 -1.836740 -8.841950 1.75 -1.60 -1.37
O -6.217970 -2.876360 -9.409750 -0.88 2.62 1.12
O -6.132950 -0.590950 -9.098060 0.34 0.08 0.60
C -4.869450 -0.420190 -9.803010 -0.86 -1.16 -0.54
H -7.854810 -3.847240 -7.916890 0.57 0.31 -0.15
H -9.221120 -2.832390 -8.237710 0.08 0.58 -0.27
H -8.523860 -2.877220 -6.624510 -0.21 -0.10 -0.02
H -4.594020 0.633300 -9.851970 -0.42 -0.11 0.35
H -5.052050 -0.806100 -10.805920 0.33 0.14 -0.14
H -4.068420 -1.012400 -9.360600 -0.25 0.14 0.21
C -1.272550 -1.238710 -8.573980 0.33 -1.23 1.23
O -1.377150 -0.004620 -9.170010 0.47 1.22 -1.60
C -0.308760 0.796940 -9.272760 0.96 1.72 2.88
O 0.813690 0.679100 -8.747410 -2.90 -0.27 -2.05
O -0.860960 1.950470 -9.721680 -0.45 0.01 -0.71
C -0.058940 3.127590 -9.753260 2.05 -0.48 0.23
H -0.484670 -1.848210 -9.016540 -0.21 -0.18 -0.18
H -2.274260 -1.662290 -8.646430 0.35 -0.32 -0.11
H -1.037220 -1.114070 -7.517010 0.05 -0.12 0.19
H 0.724210 2.922640 -10.483180 0.36 0.21 0.20
H 0.371270 3.247430 -8.758950 0.15 0.17 -0.07
H -0.497470 4.079000 -10.054250 -1.02 -0.80 0.11
C -0.641650 4.893440 -4.332270 0.07 -0.13 -0.11
O -0.434370 6.133600 -5.002740 0.39 1.17 -0.80
C -0.228330 6.218250 -6.317050 0.44 -1.74 -2.58
O -0.244200 5.285220 -7.153900 -0.09 2.14 2.51
O 0.059470 7.500430 -6.674940 -1.02 -0.73 0.97
C 0.125320 7.809450 -8.063640 0.86 -0.65 -1.11
H -1.019550 4.150440 -5.034570 -0.15 0.08 0.29
H -1.308480 5.132290 -3.503790 -0.27 -0.20 -0.32
H 0.283610 4.550000 -3.869620 0.21 0.03 -0.32
H 0.073980 8.885580 -8.229170 -0.06 -0.14 0.55
H -0.569620 7.309940 -8.738650 -0.74 -0.07 0.73
H 1.064950 7.431090 -8.466200 0.38 0.28 0.21
C 3.101810 -0.193980 -10.732500 1.67 1.35 0.49
O 3.181260 -0.772890 -12.024850 1.37 -0.43 -2.55
C 4.068000 -0.212680 -12.951530 -0.62 0.99 -0.71
O 4.586660 0.885980 -12.888450 -0.52 -1.36 0.75
O 4.179770 -0.972810 -14.094220 -0.60 -0.77 0.82
C 5.069380 -0.500300 -15.158080 0.67 1.16 2.01
H 4.118900 0.019510 -10.403810 0.17 -0.07 0.16
H 2.679960 -0.857770 -9.977840 -0.41 -0.13 -0.71
H 2.651840 0.798690 -10.748030 -0.49 -0.31 -0.06
H 6.017660 -0.278560 -14.668500 0.14 0.08 -0.02
H 4.718460 0.472280 -15.503100 -0.21 -0.31 -0.43
H 5.326390 -1.227240 -15.928540 -1.07 -0.25 0.27
C -0.468530 0.845490 -2.826530 2.11 -0.30 -0.69
O -0.462220 -0.558960 -2.477310 -0.85 0.00 0.37
C -0.591720 -1.485680 -3.438610 0.28 1.33 -3.54
O -0.820940 -1.246410 -4.642230 0.24 -0.44 2.83
O -0.297670 -2.664330 -2.942280 0.27 -1.43 0.81
C -0.205230 -3.846600 -3.785930 -0.23 0.41 -1.07
H -1.311940 1.254560 -3.382780 -0.18 -0.49 0.40
H 0.447410 0.975150 -3.403020 -0.24 0.01 -0.93
H -0.119230 1.433130 -1.977540 -1.13 -0.39 0.65
H 0.235420 -3.593160 -4.750140 -0.16 0.33 0.01
H -1.180280 -4.296910 -3.971920 -0.15 0.33 0.16
H 0.435250 -4.639680 -3.400020 0.01 0.63 0.91
C -6.324070 2.923220 -7.877550 -0.48 -0.33 0.84
O -4.962920 3.138660 -7.538440 0.63 1.30 -0.85
C -4.157290 2.177020 -7.138490 -2.02 -2.96 0.85
O -4.570100 1.065400 -6.759970 1.46 2.16 -0.68
O -2.919980 2.611180 -7.215900 0.80 0.38 -0.17
C -1.882280 1.896460 -6.496860 -0.85 0.30 -0.29
H -6.471030 2.042220 -8.502320 0.13 0.09 -0.02
H -6.677170 3.841260 -8.347270 0.25 -0.20 -0.15
H -6.884640 2.799440 -6.950980 -0.11 -0.20 -0.02
H -1.524890 1.054520 -7.089750 -0.31 -0.06 0.42
H -2.367570 1.632180 -5.557320 0.66 -0.49 0.08
H -1.066570 2.610870 -6.385860 -0.16 -0.05 0.04
C -1.829390 -4.639290 -7.549080 -1.08 0.20 -0.20
O -2.683920 -5.561280 -6.802460 4.12 1.88 0.44
C -3.930860 -5.710350 -7.085430 -0.07 -0.07 -2.75
O -4.491320 -5.299300 -8.072210 -0.48 0.21 0.65
O -4.327700 -6.570880 -6.200750 -0.87 -0.51 1.37
C -5.592440 -7.114050 -6.341420 -1.99 -0.45 0.59
H -2.431610 -3.876300 -8.042300 -0.25 -0.28 -0.09
H -1.263840 -5.171910 -8.313640 -0.05 -0.15 0.24
H -1.177500 -4.081020 -6.877160 -0.02 -0.56 0.32
H -5.517640 -8.109920 -6.778180 -0.15 0.08 -0.03
H -6.328990 -6.498960 -6.858400 0.56 0.13 -0.67
H -6.041690 -7.153070 -5.349070 0.31 -0.51 0.21
Cl 0.372160 4.119190 -14.026090 0.22 -0.19 0.31
C 1.632720 2.923150 -13.596710 -0.67 0.13 0.41
Cl 0.835460 1.500080 -12.750300 0.79 1.05 -0.88
Cl 2.901990 3.683620 -12.586430 -0.69 -0.65 -0.60
H 2.019070 2.629720 -14.572790 0.28 -0.38 0.59
Cl -2.844660 4.951110 -10.608130 -0.50 -0.62 0.21
C -3.569050 3.361440 -11.057910 -0.95 0.91 0.58
Cl -3.045930 2.961510 -12.628570 0.51 -0.57 -1.11
Cl -5.381850 3.513450 -11.062660 0.77 -0.09 0.18
H -3.300670 2.566410 -10.362200 0.12 0.46 0.11
C 2.863570 5.289600 -9.445730 -0.33 -1.17 0.13
C 3.877440 4.238680 -9.325630 0.94 -0.98 -0.22
N 4.674790 3.402440 -9.230060 -0.98 1.05 -0.08
H 3.347340 6.249180 -9.628160 -0.44 0.02 0.32
H 2.219900 5.154110 -8.576570 0.28 0.90 0.54
H 2.135600 5.020140 -10.210940 0.46 0.18 -0.59
```
Positions in Å, forces in eV/Å.

Results
SMILES = COC(=O)OC.COC(=O)OC.COC(=O)OC.COC(=O)OC.COC(=O)OC.COC(=O)OC.COC(=O)OC.ClC(Cl)Cl.ClC(Cl)Cl.CC#N
Gap between HOMO and LUMO = 10.7 eV
Energy relative to the best compared isomer or geometry (same formula, charge and spin) = 0.0 kcal per mole
Total charge = 0